ORCA calculation (ωB97M-V/def2-TZVPD) on a structure of composition C45H60AsN10ORbSi in a non-equilibrium geometry.

Structure (XYZ):
```
119
Properties=species:S:1:pos:R:3:forces:R:3
Rb 14.036956 14.670264 14.201354 -0.0653 0.0491 -0.1324
As 11.792844 18.599856 12.912276 0.1641 0.7089 -0.5802
Si 15.870499 7.940430 11.245571 0.4663 0.0638 -0.4431
O 11.593615 5.049892 8.018586 -0.8734 0.1694 0.4514
N 11.528614 16.334215 16.900817 0.2489 -0.4016 -1.0843
N 16.555114 12.748435 14.155439 0.4852 -0.3870 0.4561
N 17.323116 9.413745 13.717473 -0.2951 0.4390 -0.2130
N 15.448393 17.269291 13.251037 -0.1609 -0.1975 2.2387
N 16.675684 11.494865 14.617077 -0.7008 0.6297 0.3315
N 11.494253 15.421031 15.927113 -1.0599 3.2600 2.5962
N 13.809241 15.796659 17.300207 -5.5516 -0.9712 -4.0871
N 11.177495 13.643701 14.004019 -1.6629 -0.5462 -0.6947
N 17.247811 11.436539 12.486433 0.1220 1.2039 0.7683
N 17.068348 10.773331 13.622075 0.3816 0.2447 -0.6882
C 14.919749 10.335310 9.920467 -0.3787 0.4474 0.4456
C 13.107654 8.867175 10.900262 1.5612 -0.8647 -0.9263
C 10.506266 11.472110 12.959517 -1.4269 -1.4433 1.6961
C 11.783515 20.130942 11.567670 -1.6213 -1.6911 -0.9987
C 15.237887 6.162538 11.734775 0.2133 0.7188 1.3156
C 17.415822 6.220867 8.985459 0.4475 0.9950 1.7377
C 14.535375 8.870510 10.130212 -1.9908 -0.0931 0.8526
C 17.768090 8.699067 9.203860 -0.3179 0.2595 -0.6642
C 16.102076 19.893114 12.713109 -0.0551 -2.4112 -0.5757
C 12.672053 17.421936 18.724239 -0.4809 1.1774 0.1931
C 14.752419 15.798045 18.068812 5.2061 0.6475 3.8059
C 14.946236 16.741355 19.097700 -0.2406 -0.1187 0.8999
C 7.862943 15.260607 13.804334 2.0076 1.4750 3.2625
C 8.047393 16.111266 14.956477 -1.7536 -0.6777 -1.6795
C 17.453274 7.464416 10.042260 0.9729 -0.7859 -0.1944
C 15.408047 18.169682 14.250088 -0.6901 -0.3730 -0.1866
C 11.032800 12.726296 12.858579 0.3857 2.8803 2.5111
C 16.345032 14.203626 9.634539 0.4409 -0.2255 -0.5791
C 14.909196 15.500132 11.160822 0.6508 -0.2220 -0.1332
C 12.708746 16.542725 17.551177 0.1302 0.6467 2.4115
C 15.958933 16.498750 11.056433 -2.0876 -0.6659 0.6474
C 15.174458 14.360814 10.368376 -0.7943 -0.3367 -0.1805
C 8.947795 14.469162 13.634957 -3.8396 -3.8451 -6.9008
C 14.154656 8.351664 8.758100 0.3316 -2.5581 -1.4441
C 14.312499 6.337313 12.992819 -0.5404 -2.2380 0.0216
C 10.112175 14.411202 14.292197 5.0346 0.7606 3.7149
C 18.761157 7.254249 10.942600 -0.5954 2.9617 -1.5019
C 16.478796 5.445813 12.296176 -0.6149 1.1160 -0.0814
C 17.272387 15.237830 9.526370 0.3060 0.7750 -0.5949
C 16.991025 16.472779 10.144229 1.0694 0.0608 0.6854
C 16.942461 12.714876 12.886446 0.1294 -1.8867 -0.0059
C 9.146804 16.170937 15.688655 -0.2359 2.7754 1.9520
C 15.775043 19.472867 14.011915 -0.3513 0.7659 -0.9517
C 15.868320 17.610051 12.050818 -0.0534 -0.4089 -1.3635
C 14.585810 5.295069 10.679267 -0.9729 -0.8082 -0.3937
C 13.870304 17.508003 19.586853 0.5523 0.2033 -2.3764
C 10.895562 17.307858 11.767423 -0.2534 -0.4353 2.7448
C 10.231207 15.433078 15.432362 3.5236 -5.2015 -3.5973
C 10.292404 19.185504 14.074612 1.7278 -0.3489 1.0108
C 11.443281 13.283765 11.641400 1.9215 1.9738 1.9814
C 11.315232 12.595111 10.525991 -0.3392 -1.1130 -4.0227
C 10.275596 10.832279 11.738913 -0.1750 -0.8219 1.6913
C 10.704515 11.356841 10.569140 -0.9739 -0.7811 -1.3625
C 12.574894 4.862763 7.518519 0.8847 -0.1717 -0.4461
C 16.161903 18.919712 11.685741 -0.1938 1.0002 3.3205
H 12.102614 19.857097 10.532268 0.7067 -0.0313 1.1396
H 16.908745 8.953649 8.589791 -0.0580 0.1703 -0.0778
H 15.215188 5.074599 9.768241 -0.6948 0.6504 0.9195
H 13.447865 6.989050 12.839906 -0.0294 -0.3147 -0.1466
H 10.424648 18.657505 15.052958 -0.6464 -0.1284 -1.0316
H 18.888142 8.068501 11.699649 -0.4556 -0.9490 -0.2439
H 11.695758 16.767332 11.320919 0.2409 -0.3623 -1.1621
H 17.004946 6.026511 13.015417 0.1638 1.0906 0.8855
H 9.272786 16.978384 16.395926 -0.2519 -0.1191 0.4018
H 11.673374 18.110244 18.811365 2.6861 -1.9920 0.1595
H 17.047179 13.604542 12.296304 -0.2043 -0.0707 -0.4477
H 16.573785 8.932618 13.001213 0.7565 -0.1857 0.3374
H 10.400157 16.631759 12.481828 0.2032 -0.1478 -0.1913
H 13.418567 8.959080 8.211396 0.0484 0.3023 0.3145
H 10.440438 10.786399 9.675868 0.3893 0.3437 -0.0171
H 13.172364 9.386231 11.849180 -0.0928 0.0033 0.2932
H 9.741022 9.901086 11.793039 -0.0139 -0.4150 -0.3283
H 14.942185 17.907020 15.264980 0.8967 -0.0145 -1.5989
H 18.602328 8.657832 8.486735 0.1781 -0.7510 0.1327
H 12.810408 7.793421 11.036846 -0.0594 1.0455 -0.0346
H 17.239795 5.247874 9.462822 0.2636 0.2468 0.1414
H 16.623273 6.288432 8.231770 0.4436 0.4413 -0.1496
H 13.939021 5.226691 13.267380 0.4930 2.2720 -0.2701
H 18.021861 9.562577 9.796864 -0.2129 0.4057 0.5868
H 18.201245 15.139241 8.946282 -0.5286 -0.1050 0.1136
H 16.289825 20.908038 12.487131 0.1828 1.0028 -0.0708
H 14.038866 10.860007 9.514473 0.3468 -0.0435 -0.5702
H 13.656140 7.268617 8.745704 1.2780 2.0394 0.2179
H 18.861206 6.298686 11.283576 -0.1908 -2.4692 1.7507
H 9.368199 19.101033 13.570150 -1.2007 -0.4353 -0.1477
H 16.312670 4.541525 12.822203 -0.6885 -1.4233 0.2220
H 18.465025 6.245041 8.623344 -0.7067 -0.3199 -0.5884
H 6.943886 15.560957 13.356183 -0.3233 -1.1454 -1.3303
H 14.478284 4.293340 11.180547 -0.5291 0.4317 -0.5695
H 16.486099 13.260146 9.087596 0.2354 0.3539 0.2882
H 15.124896 10.929861 10.812411 0.1828 -0.4874 0.4027
H 12.060147 14.218305 11.632446 -0.9745 -0.5906 0.1933
H 10.775940 20.510236 11.312999 0.1433 0.0304 0.8435
H 14.227069 18.201299 20.428848 -1.6849 -0.7654 -1.2726
H 10.434180 20.206033 14.375251 0.1918 0.8390 -0.2104
H 10.095331 17.765692 11.253309 -0.4447 0.4001 -1.3449
H 14.460205 13.479388 10.262667 0.6251 1.2206 0.4423
H 15.071482 8.325381 8.100184 -0.9363 -0.2555 0.4099
H 14.826326 6.758583 13.880128 0.0656 -0.3503 -0.6115
H 17.642693 17.393876 10.138943 -0.2514 -1.3384 -0.4177
H 9.013069 13.667502 12.739746 -0.8382 2.0112 1.6896
H 17.225048 5.342942 11.576122 0.9167 -0.8290 -1.4476
H 15.507411 15.013878 17.971159 0.3086 0.2834 -0.3908
H 11.572710 12.975613 9.507453 0.1358 -0.0930 1.1350
H 12.369443 20.819090 12.096559 0.9328 1.5032 -0.0002
H 15.985671 16.823480 19.427706 -0.5368 -0.0206 0.6251
H 16.467062 19.151724 10.721357 0.3060 0.4433 -1.6342
H 17.249288 9.176131 14.713897 -0.3522 0.1455 -0.5298
H 15.817573 10.413806 9.312081 -0.2643 0.3080 -0.3267
H 12.399545 9.391985 10.241351 0.0805 -0.2462 0.3216
H 10.116228 10.962364 13.988749 1.1337 1.6247 -2.6076
H 19.679948 7.314290 10.354798 0.0609 0.4180 -0.7576
H 13.556544 5.710794 10.358429 1.5642 -0.8091 0.4539
H 15.593331 20.221377 14.739696 0.1531 0.5306 0.8583
H 7.245411 16.748201 15.144755 -1.1616 1.2733 0.5889
```
Positions in Å, forces in eV/Å.

As for the net charge: -2. For the HOMO-LUMO gap (alpha / beta), the calculation gives 0.168 / 0.168 hartree. For the LUMO energy (alpha / beta), the calculation gives 3.23 / 3.23 eV.

Löwdin atomic charge list, values in e, 99 entries: 0.56 1.10 0.84 0.02 0.01 -0.06 0.03 0.06 0.02 0.08 0.08 0.04 0.13 -0.32 -0.14 -0.10 -0.05 -0.33 -0.67 -0.09 -0.63 -0.17 -0.06 -0.02 -0.24 -0.12 -0.04 -0.13 -0.54 -0.17 -0.32 -0.16 -0.11 -0.35 -0.27 -0.21 -0.09 -0.14 -0.14 -0.28 -0.13 -0.14 -0.13 -0.09 -0.22 -0.12 -0.11 -0.29 -0.13 -0.09 -0.32 -0.25 -0.33 -0.07 -0.11 -0.13 -0.15 -0.02 -0.01 0.03 0.03 0.06 0.04 0.01 0.07 -0.01 0.06 0.10 0.13 0.09 -0.02 0.01 0.06 0.10 0.07 0.10 0.12 0.07 0.06 0.04 0.06 0.10 0.07 0.08 0.08 0.07 0.08 0.01 0.00 0.06 0.06 0.09 0.07 0.09 0.05 0.11 0.01 0.11 -0.01